Entry 1:
# C2H3N3O2

The molecule C2H3N3O2 in a non-equilibrium geometry (the ωB97M-V functional and the def2-TZVPD basis, OMol25).

SMILES: O/N=c1/nc[nH]o1
LUMO level in eV: 0.31
Relative energy (zero: lowest compared OMol25 entry of this formula, charge and spin) in kcal per mole: 134.8
DFT total energy in eV: -10682.613
Net charge: 0

Positions of all 10 atoms, in Å:
O1 0.403 -0.021 -0.981
O2 -0.186 -2.190 -0.181
N1 -0.289 -1.361 0.942
N2 0.063 0.951 1.084
N3 -0.072 1.331 -1.104
C1 -0.121 1.891 0.111
C2 0.134 -0.265 0.562
H1 -0.035 2.829 0.432
H2 -0.299 -2.990 0.254
H3 0.608 1.641 -1.890

=====

Entry 2:
# C2H3N3O2

The molecule C2H3N3O2 in a non-equilibrium geometry (the ωB97M-V functional and the def2-TZVPD basis, OMol25).

SMILES: NC(=O)N1NC1=O
LUMO level in eV: 0.49
Relative energy (zero: lowest compared OMol25 entry of this formula, charge and spin) in kcal per mole: 74.8
DFT total energy in eV: -10685.212
Net charge: 0

Positions of all 10 atoms, in Å:
O1 0.318 -1.541 -2.249
O2 1.041 1.211 0.335
N1 -1.269 1.017 0.754
N2 -0.093 -0.754 0.313
N3 1.242 -1.193 -0.076
C1 0.601 -1.467 -1.138
C2 -0.058 0.606 0.428
H1 1.680 -0.270 -0.003
H2 -2.027 0.400 0.934
H3 -1.434 1.992 0.702